[1]
10
Properties=species:S:1:pos:R:3:mulliken_spin:R:1 method="wB97M-V/def2-TZVPD" lumo_energy_ha="-0.0975 / -0.0958" s_squared=3.755 gap_ev="5.23 / 5.30" multiplicity=4 homo_ev="-7.88 / -7.90" energy_ha=-2279.51346 de_lowest_ev=3.112
Er 0.770 -0.503 1.738 3.08
S 1.071 -0.645 -1.396 0.00
S 2.006 1.405 0.370 -0.03
F -2.402 0.402 1.471 0.00
F -1.859 1.515 -0.259 0.00
F -2.386 -0.589 -0.399 0.00
O 0.465 -1.508 -0.206 -0.01
N 1.565 0.847 -1.255 0.00
C -1.655 0.308 0.331 -0.03
H 2.425 -1.232 -0.397 0.00

=====

[2]
5
Properties=species:S:1:pos:R:3:mulliken_spin:R:1 method="wB97M-V/def2-TZVPD" lumo_energy_ha="-0.3937 / -0.4030" charge=+2 s_squared=20.011 gap_ev="8.49 / 10.15" multiplicity=9 homo_ev="-19.21 / -21.12" energy_ha=-898.72548
Eu -1.033 1.367 -1.211 7.01
O 1.331 -1.394 1.435 0.27
O 0.050 -0.020 0.492 0.05
C 0.644 -1.224 0.468 0.62
H 0.545 0.292 1.443 0.05

=====

[3]
6
Properties=species:S:1:pos:R:3:lowdin_charge:R:1 method="wB97M-V/def2-TZVPD" lumo_energy_ha=-0.0114 gap_ev=10.05 homo_ev=-10.36 smiles="O=C(F)I.F" energy_ha=-611.36348 de_lowest_ev=0.258
I -2.050 -1.009 -0.078 0.80
F -0.580 1.290 -1.407 0.06
F 1.728 -1.010 0.044 -0.04
O -0.152 1.063 0.740 0.05
C -0.675 0.686 -0.232 -0.93
H 1.729 -1.020 0.933 0.05

=====

[4]
5
Properties=species:S:1:pos:R:3:mulliken_spin:R:1 method="wB97M-V/def2-TZVPD" lumo_energy_ha="0.0431 / -0.0499" s_squared=2.006 gap_ev="9.95 / 9.58" multiplicity=3 homo_ev="-8.78 / -10.93" energy_ha=-292.93444 de_lowest_ev=0.009
F -1.299 1.161 -0.042 0.07
F 1.808 -0.749 -0.052 0.08
N 1.180 0.441 0.012 0.93
C -0.612 0.036 -0.089 0.89
H -1.076 -0.890 0.172 0.03

=====

[5]
6
Properties=species:S:1:pos:R:3:lowdin_charge:R:1 method="wB97M-V/def2-TZVPD" lumo_energy_ha="-0.0481 / -0.0509" gap_ev="10.19 / 10.06" homo_ev="-11.50 / -11.44" energy_ha=-368.27908 de_lowest_ev=2.312
F 0.968 -1.127 0.312 0.17
F 0.249 0.818 -0.053 0.18
O 1.621 0.537 1.608 0.22
N -1.536 -0.513 -1.323 0.14
C 1.010 0.128 0.705 -0.63
H -2.312 0.157 -1.248 -0.07

=====

[6]
7
Properties=species:S:1:pos:R:3:lowdin_charge:R:1 method="wB97M-V/def2-TZVPD" lumo_energy_ha="0.0244 / -0.0439" gap_ev="10.67 / 7.10" homo_ev="-10.00 / -8.29" energy_ha=-443.45078 de_lowest_ev=3.520
F 0.299 -0.576 1.060 0.06
F 1.051 -1.880 -0.527 0.04
O -0.062 2.678 0.443 0.16
O -0.145 1.070 -1.001 0.07
N -0.011 1.614 0.060 -0.24
C -0.016 -1.226 -0.010 -0.25
H -1.114 -1.679 -0.027 0.16

=====

[7]
8
Properties=species:S:1:pos:R:3:lowdin_charge:R:1 method="wB97M-V/def2-TZVPD" lumo_energy_ha=-0.0025 gap_ev=10.94 homo_ev=-11.00 smiles="O=C(F)F.O=NO" energy_ha=-518.82400 de_lowest_ev=0.326
F 2.302 -0.325 1.148 0.18
F 1.907 0.014 -0.839 0.13
O -2.289 0.552 -0.180 0.03
O 0.600 -1.467 0.297 0.21
O -0.522 1.461 0.419 0.04
N -0.906 0.606 -0.315 -0.08
C 1.468 -0.708 0.217 -0.59
H -2.560 -0.132 -0.746 0.07

=====

[8]
8
Properties=species:S:1:pos:R:3:mulliken_spin:R:1 method="wB97M-V/def2-TZVPD" lumo_energy_ha="0.0130 / -0.1907" s_squared=2.007 gap_ev="8.39 / 6.39" multiplicity=3 homo_ev="-8.04 / -11.58" energy_ha=-518.58849 de_lowest_ev=2.383
F -0.658 0.985 -1.446 0.82
F -0.920 1.058 1.240 0.03
O 0.606 -1.298 -0.596 0.14
O 1.209 0.795 0.536 0.15
O -1.407 -1.293 0.096 0.31
N -0.322 -0.858 -0.013 0.16
C 0.003 0.547 0.492 0.40
H 1.489 0.065 -0.307 0.00

=====

[9]
6
Properties=species:S:1:pos:R:3:mulliken_spin:R:1 method="wB97M-V/def2-TZVPD" lumo_energy_ha="-0.0292 / -0.0749" s_squared=2.007 gap_ev="6.10 / 9.12" multiplicity=3 homo_ev="-6.90 / -11.16" energy_ha=-691.08183 de_lowest_ev=1.788
S 0.856 -0.585 -2.099 0.41
F -0.055 -0.670 1.858 0.07
F 1.033 1.194 1.371 0.05
N -0.176 0.480 1.192 0.85
C -0.283 -0.210 -1.148 0.62
H -1.374 -0.209 -1.173 0.00

=====

[10]
5
Properties=species:S:1:pos:R:3:lowdin_charge:R:1 method="wB97M-V/def2-TZVPD" lumo_energy_ha=0.0030 gap_ev=9.95 homo_ev=-9.87 smiles="FC(F)=P" energy_ha=-579.72152 de_lowest_ev=0.136
P -0.944 -0.957 -0.061 0.84
F 1.769 -0.419 -0.051 0.08
F 0.435 1.321 -0.063 -0.09
C 0.506 -0.122 -0.040 -0.73
H -1.767 0.177 0.215 -0.12

=====

[11]
5
Properties=species:S:1:pos:R:3:lowdin_charge:R:1 method="wB97M-V/def2-TZVPD" lumo_energy_ha=0.0397 gap_ev=15.00 homo_ev=-13.92 smiles=FC(F)F energy_ha=-338.31138 de_lowest_ev=0.008
F 0.807 -0.961 -0.406 0.12
F -1.249 -0.212 -0.402 0.09
F 0.432 1.182 -0.403 0.10
C 0.010 -0.005 0.062 -0.47
H -0.001 -0.004 1.149 0.16

=====

[12]
7
Properties=species:S:1:pos:R:3:mulliken_spin:R:1 method="wB97M-V/def2-TZVPD" lumo_energy_ha="0.0154 / -0.0604" s_squared=2.011 gap_ev="7.85 / 10.11" multiplicity=3 homo_ev="-7.43 / -11.76" energy_ha=-447.41468 de_lowest_ev=2.885
F -1.420 0.668 1.102 0.02
F -2.030 0.491 -0.922 0.03
F 2.469 -0.672 0.553 0.08
N -1.013 0.125 -0.031 0.34
N 1.263 -0.274 1.035 0.91
C 0.246 -0.005 -0.308 0.62
H 0.486 -0.333 -1.428 0.00

=====

[13]
8
Properties=species:S:1:pos:R:3:lowdin_charge:R:1 method="wB97M-V/def2-TZVPD" lumo_energy_ha=-0.2708 charge=+1 gap_ev=9.66 homo_ev=-17.03 energy_ha=-502.04634 de_lowest_ev=0.117
F 0.485 1.421 2.872 0.24
F 1.270 -1.036 -0.891 0.29
F -0.845 1.149 -1.788 -0.11
N 0.165 -1.651 -0.882 0.04
N -0.876 -1.966 -0.965 0.50
N 0.209 -0.433 1.364 0.17
C 0.306 0.430 2.113 -0.26
H -0.713 2.087 -1.824 0.12

=====

[14]
10
Properties=species:S:1:pos:R:3:lowdin_charge:R:1 method="wB97M-V/def2-TZVPD" lumo_energy_ha=0.1466 charge=-1 gap_ev=9.68 homo_ev=-5.70 smiles="O=S(=O)([O-])NC(F)(F)F" energy_ha=-1017.07920 de_lowest_ev=0.000
S 0.482 1.109 1.510 0.42
F -0.536 -2.077 1.238 0.11
F -1.703 -1.535 -0.446 0.06
F -2.128 -0.751 1.546 0.08
O -0.555 1.611 2.367 -0.34
O 1.062 2.085 0.576 -0.39
O 1.483 0.232 2.070 -0.35
N -0.421 0.111 0.244 0.02
C -1.095 -1.000 0.666 -0.71
H 0.360 -0.142 -0.325 0.09

=====

[15]
15
Properties=species:S:1:pos:R:3:mulliken_spin:R:1 method="wB97M-V/def2-TZVPD" lumo_energy_ha="0.1045 / 0.0908" charge=-1 s_squared=3.759 gap_ev="7.61 / 7.61" multiplicity=4 homo_ev="-4.76 / -5.13" energy_ha=-2584.80443
V -2.536 0.428 -0.065 2.94
S 0.093 -0.454 0.086 -0.05
S 2.385 1.482 -0.129 0.00
F 0.019 -3.000 -0.683 0.00
F 1.282 -2.559 1.011 0.00
F 1.914 -2.003 -0.977 0.00
O -0.275 -0.192 -1.482 0.01
O -1.349 0.791 -1.511 0.03
O -1.224 -0.767 0.735 0.02
O 1.878 2.876 0.037 0.00
O 3.501 1.187 0.816 0.00
O -3.829 1.472 0.593 0.02
N 0.957 0.533 0.790 0.01
C 0.874 -2.140 -0.174 0.00
H -3.689 2.348 0.952 0.02

=====

[16]
5
Properties=species:S:1:pos:R:3:lowdin_charge:R:1 method="wB97M-V/def2-TZVPD" lumo_energy_ha="-0.0332 / -0.0332" gap_ev="9.41 / 9.41" homo_ev="-10.31 / -10.31" energy_ha=-490.90266 de_lowest_ev=2.408
I -2.118 0.477 -0.038 1.09
F -0.213 -1.824 -0.039 -0.54
N 0.910 0.820 -0.061 0.16
C -0.170 0.303 -0.072 -0.76
H 1.591 0.224 0.210 0.05

=====

[17]
8
Properties=species:S:1:pos:R:3:mulliken_spin:R:1 method="wB97M-V/def2-TZVPD" lumo_energy_ha="-0.8008 / -0.9116" charge=+4 s_squared=6.007 gap_ev="10.85 / 7.23" multiplicity=5 homo_ev="-32.64 / -32.03" energy_ha=-479.85619
Rh -1.021 -0.960 2.750 2.90
F -1.312 -0.559 -0.725 0.01
O -0.217 -0.416 1.172 0.10
O 0.475 0.644 -0.591 0.18
O 1.406 1.002 -1.557 0.81
C -0.319 -0.235 -0.009 0.01
Li 1.336 0.245 -3.356 0.00
H 1.248 1.582 -0.380 -0.01

=====

[18]
6
Properties=species:S:1:pos:R:3:lowdin_charge:R:1 method="wB97M-V/def2-TZVPD" lumo_energy_ha=0.0123 gap_ev=11.19 homo_ev=-10.86 smiles="O=C1NN1F" energy_ha=-323.16057 de_lowest_ev=2.863
F -0.397 1.619 0.385 -0.09
O -0.977 -1.601 0.366 0.22
N -0.523 0.613 -0.613 0.13
N 0.862 -0.292 -0.366 0.22
C -0.351 -0.697 0.066 -0.57
H 1.388 0.359 0.163 0.09

=====

[19]
6
Properties=species:S:1:pos:R:3:lowdin_charge:R:1 method="wB97M-V/def2-TZVPD" lumo_energy_ha=0.0065 gap_ev=11.59 homo_ev=-11.41 energy_ha=-323.21444 de_lowest_ev=1.397
F 0.340 0.127 0.589 -0.17
O 0.184 3.070 -0.365 0.01
N -0.363 -1.132 0.301 0.02
N 0.472 -1.982 0.224 0.11
C -0.865 2.746 -0.617 -0.02
H 0.232 -2.829 -0.131 0.04

=====

[20]
7
Properties=species:S:1:pos:R:3:mulliken_spin:R:1 method="wB97M-V/def2-TZVPD" lumo_energy_ha="0.0226 / -0.1294" s_squared=2.032 gap_ev="7.34 / 9.15" multiplicity=3 homo_ev="-6.72 / -12.67" energy_ha=-357.37020
F -0.527 1.053 1.436 0.39
N -2.196 1.432 -1.434 0.62
N 2.953 1.374 0.155 0.00
N -0.447 0.630 0.104 1.02
N 2.464 0.477 -0.251 0.00
C -1.425 1.035 -0.686 -0.03
H -0.266 -0.370 0.109 0.00